1.
This record from OMol25 describes a structure of composition C33H37CoN2O7P2Si. The level of theory is ωB97M-V/def2-TZVPD.

As for the total energy: -4271.204779 hartree. For the highest occupied orbital energy (alpha / beta), the calculation gives -8.49 / -8.49 eV.

The geometry in ORCA input format:
```
! RIJCOSX wB97M-V def2-TZVPD def2/J DEFGRID3
* xyz 0 1
H 2.7980 -0.3747 -0.5645
H 0.1469 -4.9355 -1.4596
H 0.7467 -4.0949 4.5606
H 2.6081 -4.0610 -1.5098
C 0.5337 -2.6941 0.9220
H 2.6467 -1.0206 -3.6019
O -0.9820 3.1480 -0.2928
C 2.7410 1.1515 3.0159
H 0.3119 2.1000 -3.7710
C 1.2123 1.1838 4.8663
H -3.6910 -5.3237 -3.2925
O -0.4930 5.4572 0.4998
O -0.2756 -0.4841 -0.7140
O -1.1941 5.2084 -1.9224
C 1.7298 -1.0707 -3.0015
H 0.3745 5.4200 -2.8529
Co -0.5451 1.2546 -0.3369
C -2.2182 1.1043 3.4699
C 2.4039 -3.3436 -2.3059
H 3.3380 -3.2208 -2.8681
H 1.7625 6.1520 -2.2821
C 1.4823 -4.2405 2.5472
H 2.1471 5.6226 0.1198
H 3.9930 -1.3227 -1.4555
H -2.8170 0.9470 -2.3547
C 2.4905 1.1654 4.4105
C -0.2037 -2.6866 3.2451
H 1.4714 -0.0582 -2.6957
H 1.0029 1.1761 5.9295
H 2.0404 -4.1780 0.4962
C -5.1301 0.8433 0.1344
P 1.4868 2.6450 -2.0469
C 0.3806 1.2052 2.5665
H -2.3342 -1.4849 -1.9731
C 0.1264 1.1929 3.9542
H -5.2613 0.7909 -2.0084
C -1.2174 1.1532 4.3806
H 3.2316 -2.0000 -0.0083
C -4.5989 0.8490 -1.1529
N 1.3485 5.2587 -2.5420
H -0.8449 -2.2755 4.0170
H 2.1680 -5.0483 2.7728
C -4.2858 0.9303 1.2301
H -3.2500 1.0414 3.7818
O 2.6164 2.7962 -2.9994
H 3.3157 1.1465 5.1104
C -2.3941 1.0028 -0.2488
H -0.9919 -1.4159 1.7104
C 1.4025 -3.7403 1.2530
Si 0.3223 -1.9892 -0.8157
C -3.2269 0.9326 -1.3508
C -1.7366 -5.2659 -2.4010
C 1.7219 1.1731 2.1130
N -0.6603 1.2003 1.6646
H 1.9357 4.7884 -3.2435
C 1.2091 4.3312 -1.3502
H -0.6019 4.9506 1.3107
H -4.7049 0.9350 2.2290
H 3.7613 1.1101 2.6552
C -1.8996 1.1225 2.0885
C -2.9133 1.0143 1.0271
P -0.5408 4.5015 -0.7913
H 2.1738 3.9018 0.5147
H -1.4370 1.1354 5.4426
O 1.4589 1.7278 -0.8566
H 1.9173 1.1457 1.0537
C -3.1397 -3.3397 -2.6833
C 2.2713 4.6217 -0.2973
C -0.2749 -2.1942 1.9469
H -6.1997 0.7767 0.2824
H 3.2762 4.5155 -0.7122
C -0.7626 -4.4658 -1.8181
C -0.9455 -3.0849 -1.6671
C 3.0522 -1.3838 -0.8933
H 1.6712 -3.7850 -2.9834
C -2.1571 -2.5456 -2.1020
C -2.9283 -4.7015 -2.8397
H -1.5701 -6.3310 -2.5080
H -4.0731 -2.8949 -3.0088
O 0.1132 2.3584 -2.8639
C 1.9477 -1.9748 -1.7817
H 0.9270 -1.4495 -3.6431
C 0.6835 -3.7084 3.5505
*
```

=====

2.
This record from OMol25 describes a structure of composition C33H37CrN2OS5Se2 at a distorted geometry. The level of theory is ωB97M-V/def2-TZVPD.

As for the total energy: -9301.780366 hartree. For the highest occupied orbital energy, the calculation gives -15.57 eV. As for the energy relative to the best compared isomer or geometry (same formula, charge and spin): 8.2 kJ/mol.

The geometry in ORCA input format:
```
! RIJCOSX wB97M-V def2-TZVPD def2/J DEFGRID3
* xyz 3 1
C 2.2233 -1.7254 3.8497
H 0.3904 2.8604 -0.8003
H 3.3487 0.4487 6.1116
H 2.9924 2.5527 -2.9922
H -5.6478 2.6261 -2.3848
C 0.9037 -1.7957 -3.9358
C -3.8889 -0.2534 -2.4918
H -5.4974 1.6239 3.8530
C 2.8632 -4.9333 0.9251
C -0.4354 0.6871 3.2701
C -3.6938 2.3527 -1.5614
H 1.6286 -2.5761 3.5491
H -6.2121 -0.5885 3.0087
C -2.6448 0.6783 2.3144
H 0.5952 1.0067 3.1212
H -0.8491 1.1554 4.1643
H 1.7745 -1.6418 5.9934
C 2.1662 -4.5904 -0.1943
C 2.8424 1.7090 -3.6627
H -0.8722 3.3878 -1.9411
C 2.8440 -2.6161 1.1151
S -1.3503 -0.9359 -1.7586
C 4.0725 0.9189 0.6560
H 3.8242 -3.8493 2.5942
C 5.8237 0.3206 -0.7118
H -2.9136 2.7421 0.7380
C -1.8005 -1.2438 -4.9346
H 6.6934 0.3821 -1.3486
C 2.2868 -1.2242 5.1400
H 1.7243 -5.2564 -0.9192
H 3.0284 -1.9462 -3.8320
H -0.0563 1.8131 -2.1478
Se -0.4562 -0.3852 -3.8270
H -2.0289 -2.2327 -4.5446
H 0.6629 -2.3778 -4.8257
H -3.6432 3.3739 -1.2079
H 2.4793 -0.6719 -4.9176
H -3.2183 2.4266 3.4394
C -3.0349 -0.5752 1.8492
S 5.2347 -1.1910 -0.2437
H -0.4732 -0.3945 3.3761
C -2.7242 0.1835 -1.8662
H 0.7575 -2.4181 -3.0528
H -2.6761 -0.6017 -4.9585
C -4.3285 -1.0241 2.0961
Se 2.4784 0.1586 -2.5400
C 3.1962 -1.2850 1.5796
N -1.2435 1.0778 2.0831
C -4.8362 1.9284 -2.2281
C -3.5220 1.4650 3.0458
S 2.0012 -2.9002 -0.3668
H 3.0887 -5.9518 1.2025
C 3.1179 -0.1160 5.2192
C -4.9507 0.6176 -2.6671
C -2.6392 1.4790 -1.3433
H -1.3966 3.1509 2.6177
H -1.6624 3.8748 0.2201
H 3.3877 1.5681 1.1829
C -5.2104 -0.2317 2.8119
N -1.4685 1.8859 -0.5565
S 3.8198 0.3121 3.7557
C -4.8103 1.0107 3.2866
C -1.8513 2.8491 0.5381
C 3.0185 -1.0034 2.9388
H -4.6338 -1.9984 1.7372
C -0.4386 2.5296 -1.4252
C -1.0712 2.5209 1.7879
H -5.8587 0.2771 -3.1454
S -1.8901 -1.5857 0.9430
H 5.3339 2.4031 -0.3726
H -3.9619 -1.2814 -2.8231
H 2.0083 1.9146 -4.3302
C 2.2815 -1.1647 -3.9674
Cr -0.6256 0.1752 0.3536
H -1.3659 -1.3088 -5.9318
C 5.1031 1.3655 -0.1822
C 3.2439 -3.8032 1.6829
H -0.0008 2.6920 1.6518
C 4.0173 -0.4632 0.7413
O 0.8730 0.0956 0.6258
H 3.7536 1.5410 -4.2297
*
```

=====

3.
This record from OMol25 describes an isolated molecule of C33H37F3N2O3S at a distorted geometry. The level of theory is ωB97M-V/def2-TZVPD.

As for the total energy: -2312.691878 hartree. For the highest occupied orbital energy, the calculation gives -7.99 eV.

The geometry in ORCA input format:
```
! RIJCOSX wB97M-V def2-TZVPD def2/J DEFGRID3
* xyz 0 1
C 0.9124 -1.6263 -4.4854
F 4.2233 0.1999 3.2405
C 1.6754 0.2682 -3.0926
H -1.2246 0.0621 -4.9815
H 1.1277 -0.8071 -0.1130
C -2.1892 0.5164 3.4625
S 2.4810 2.2756 3.4052
H 3.5244 3.0253 0.5108
H -2.8254 0.6845 0.4542
C -1.8251 2.8825 3.3776
C 5.8586 0.6683 -0.2156
H -4.5144 1.5189 4.6872
H 5.9226 2.8326 0.0029
C -1.6312 -3.1156 1.3066
C 3.1739 0.9236 0.5309
C 5.0344 -0.4532 -0.1735
H -4.2307 0.1521 -0.4919
C -2.9483 -1.4561 0.1092
H -2.2845 -5.1679 1.1133
C -3.1625 -0.0202 -0.3141
C 1.6816 1.1514 0.8853
H -2.1740 3.9008 3.5509
C -3.8078 -2.4725 -0.3212
C -2.7107 1.8085 3.5142
C -4.1840 2.0012 3.7564
C -3.5673 -3.8013 0.0246
H -1.9663 -2.4618 -4.8273
H 1.4214 2.1875 0.5819
H -0.6397 1.4384 -4.0025
C -2.8405 -0.7568 -2.6842
C -2.4743 -4.1298 0.8405
H 0.1180 -2.0294 -5.1221
H 6.9140 0.5690 -0.4650
N -1.0042 0.0977 -1.5665
H -0.4128 -0.7012 3.2055
H 1.7245 -1.3124 -5.1552
C -0.4729 -0.9304 -2.4838
C 3.9783 2.0475 0.3846
O 1.7440 2.5348 4.6133
O 2.9220 3.3712 2.5702
C 3.6964 -0.3328 0.2247
N -1.7235 -1.5117 -2.9564
C -2.4553 0.2626 -1.6348
C -0.3241 0.6698 -0.5309
H -4.7725 1.5449 2.9476
H -0.8035 1.5624 -0.1160
O -3.9489 -0.9268 -3.1868
C -1.8585 -2.7069 -3.7572
H -2.6757 1.2677 -2.0271
C 0.4488 -0.4275 -3.6617
H 0.1423 3.5606 2.8921
C -0.8349 0.3053 3.1940
H 0.0850 -1.6842 -1.8933
F 3.7750 0.8857 5.2686
H 5.4191 -1.4371 -0.4306
C -0.3364 0.5395 -4.5500
H 1.3029 -2.4287 -3.8455
C 0.8154 0.2308 0.0542
H 2.3281 0.5823 -3.9201
H 1.4057 1.1642 -2.5251
H -4.4552 3.0616 3.8123
H -2.7646 -3.2423 -3.4393
C -1.8747 -1.7963 0.9294
H 0.3089 0.8516 -5.3816
H 2.2511 -0.4055 -2.4451
H 3.0666 -1.2249 0.2836
H -0.7811 -3.3413 1.9589
H -1.2117 -0.9952 1.2587
C -0.4894 2.6781 3.0311
H 1.7776 0.1357 2.7915
C -0.0030 1.3728 2.8536
F 5.1048 2.0665 3.9830
C 5.3259 1.9263 0.0527
H -0.9854 -3.3512 -3.6065
H -4.2343 -4.5826 -0.3473
H -2.8406 -0.3278 3.6652
C 1.4239 1.0905 2.3686
C 4.0040 1.2967 4.0132
H -4.6554 -2.2087 -0.9602
*
```

=====

4.
This record from OMol25 describes a cluster of 3 separate species, C33H37FN3O14PS in total. The level of theory is ωB97M-V/def2-TZVPD.

As for the total energy: -3336.834592 hartree. For the highest occupied orbital energy, the calculation gives -8.93 eV.

The geometry in ORCA input format:
```
! RIJCOSX wB97M-V def2-TZVPD def2/J DEFGRID3
* xyz 0 1
H -1.4682 2.8178 9.3240
H -3.4213 2.2234 -3.3672
H -2.0297 4.5092 -1.9184
P 1.4647 2.1673 0.5773
O 0.3081 1.5760 11.2088
H 2.0649 -0.3466 2.2900
H 0.1043 1.3951 7.2938
H -2.6656 1.5436 -6.6004
C 1.0726 -0.7714 0.4154
C 5.8986 -3.3255 -1.4731
O 3.9346 -2.0328 -1.5847
N -0.3438 -5.5774 -3.6464
C 4.5569 -3.1879 -2.1831
O 4.0311 -0.9341 0.3520
H 0.8044 -2.8666 0.1210
C -1.7051 0.8548 8.3877
H -1.8720 -0.1630 2.7368
H -7.3427 2.0824 -2.3055
C 0.4810 -0.5952 -2.3040
O -6.4279 2.3429 -2.4951
O 1.4697 1.9886 2.2341
S -5.4721 1.3064 -1.7616
H 5.1833 -3.5562 0.5833
C -1.1550 -5.0520 -2.7378
C 1.0743 -3.6692 -3.3524
H 2.2668 1.5525 2.5585
C -0.8136 0.1155 2.7217
C 0.2233 -3.1258 -2.3969
H 1.9664 -3.1374 -3.6528
C 1.3437 -1.0351 1.8723
O 0.4045 -1.1699 -4.6185
C -1.6825 0.6937 -5.1061
H -0.4213 2.7936 3.2946
C -0.6622 0.8475 -4.0328
C -0.3973 1.9515 -3.3250
H 3.6715 2.4718 1.0930
H -0.5338 -1.9465 2.2928
N -1.8020 1.7285 -6.0956
H 1.8139 -2.0187 1.9383
H -0.1076 -0.3465 7.4806
C -1.0476 3.2913 -3.4250
C -4.1396 2.3767 -1.3577
H -0.2607 4.0409 -3.3311
H -1.6587 2.8848 -1.4072
C 5.5716 -2.7829 -0.0820
O -1.0850 2.2739 3.7700
H 6.6382 -2.6839 -1.9533
H 6.2802 -4.3437 -1.4796
C 0.5106 -1.8430 -1.7077
H -3.4727 1.7407 -0.7736
C -0.5968 0.9998 3.9210
O 0.5016 0.6541 9.1819
H -1.5268 3.4393 -4.3885
C -0.9191 -3.8502 -2.0797
C 0.1063 -0.4061 -3.7343
H -1.6212 -3.4872 -1.3407
H -0.6851 0.7173 1.8252
H -2.0564 -5.6078 -2.5087
H 4.6469 -3.0141 -3.2523
C 0.7877 -1.8915 -0.3522
H -2.2827 1.6305 10.3655
H -2.3165 1.2795 7.5943
F 0.3942 2.1269 -6.4607
O -0.0948 0.6446 4.9495
C 0.7531 -4.8799 -3.9435
O -2.4101 -0.2571 -5.1412
H -4.0460 3.8091 -2.9535
C 0.0616 -1.1342 2.7198
C -3.4456 2.9794 -2.5791
O -5.0118 0.3358 -2.7038
H -4.5243 3.1503 -0.6936
C 1.0858 0.5004 -0.1913
C 4.4548 -1.7982 -0.3642
H 3.4958 1.2991 -0.0632
C -0.7790 1.7998 -7.0514
C 0.6740 1.8393 -2.2742
H 0.3149 -1.4422 3.7317
C -0.2632 0.6161 7.9572
H 1.4084 -5.2977 -4.6980
C -1.5221 1.7640 9.6015
C -0.1626 1.3446 10.1341
C 0.7626 0.5455 -1.5509
C -2.0337 3.4730 -2.2511
N 3.1526 2.1941 0.2690
H 6.4061 -2.2806 0.3984
H -2.1609 -0.0861 8.7004
O 1.3995 2.7775 -2.0457
O -0.8866 1.6366 -8.2212
O -6.1169 0.8654 -0.5590
H 3.9050 -4.0483 -2.0189
*
```

=====

5.
This record from OMol25 describes a structure of composition C33H37FN9O6S2SeTi at a distorted geometry. The level of theory is ωB97M-V/def2-TZVPD.

As for the total energy: -6370.979591 hartree. For the highest occupied orbital energy, the calculation gives -8.72 eV. As for the energy relative to the best compared isomer or geometry (same formula, charge and spin): 314.7 kJ/mol.

The geometry in ORCA input format:
```
! RIJCOSX wB97M-V def2-TZVPD def2/J DEFGRID3
* xyz 1 1
C -1.8122 -1.0059 -2.6121
H -2.2842 -5.4506 -7.9435
C -2.9326 -2.2519 -5.9726
H 4.6640 -5.6581 1.0277
H -3.5533 -4.4595 -7.2261
N -2.4068 -3.3901 -10.1358
C -2.9964 -1.6554 -4.7127
H -6.0554 -0.3753 -4.4719
C 1.4745 1.4388 -1.0219
C 3.0724 -4.2297 1.3087
H -6.4474 -2.7449 -3.9676
C -3.1102 -0.7432 -2.0795
H 2.6480 2.8828 1.9985
H 0.2836 -2.0194 -3.8718
H 1.0518 -4.7734 1.0539
H -3.8190 -2.3260 -6.5805
H 1.6875 4.5499 -2.3241
H 3.6306 -3.3215 1.0857
C -1.7394 3.2655 1.3979
C -6.1494 -2.4606 -4.9737
C 3.6888 0.2024 -0.4904
C -4.2096 -0.8186 -2.8838
H -2.6773 -3.3098 -11.1202
C -0.6132 2.5793 1.8245
H -0.8189 4.2781 -2.1640
H -0.7180 1.6184 2.3129
C -0.6408 2.3362 -1.3308
H -1.0150 -4.9724 -10.1982
C -0.5985 -2.7052 -5.6927
F 0.5626 -3.2450 -6.1309
C -1.5957 4.5121 0.8321
C 2.0659 2.5996 -1.5279
H 4.1153 1.1881 -0.3475
H 3.0535 -6.3062 0.7362
C -1.8077 -1.5649 -3.9486
H -5.1887 -0.7742 -5.9570
H 3.1385 2.6831 -1.5922
O -2.2634 -0.2009 0.0580
C -5.4139 -1.1210 -4.9454
H -3.5251 -5.1755 -9.9149
C -1.0240 -3.9052 -9.9717
S -3.0039 5.2121 -0.0891
N -4.1766 -1.1799 -4.1830
Ti -0.5250 -0.4108 -0.1036
H -4.3291 -3.7006 -9.3381
N -0.0473 -0.4669 1.7279
H 1.6881 1.6034 2.5301
C -0.3599 5.1089 0.7173
H -2.4121 -2.4591 -9.6929
H 0.0144 -2.7278 -8.4520
N 0.1313 1.3460 -0.8963
H 3.9317 -0.4299 0.3620
C -3.3413 -0.4481 -0.6059
H -0.3570 -3.4009 -10.6694
O -4.1812 4.6535 0.5357
C -0.1244 3.5017 -1.8734
H -0.3029 6.1073 0.3149
C 0.6620 3.1264 1.6390
N 2.0279 -1.9112 0.0687
H 4.1291 -0.2592 -1.3738
H -1.7146 2.2290 -1.2211
C 1.2558 3.6379 -1.9464
N -1.8114 -3.4096 -7.7476
C -3.3765 -4.2325 -9.3867
C 3.6881 -5.4333 0.6079
C -0.6131 -2.0784 -4.4707
N 1.7969 2.3566 1.8652
Se 1.7038 -1.5799 3.7318
C 1.2107 -2.9137 0.3420
H 3.8023 -5.2398 -0.4555
O -2.6997 4.6423 -1.4088
H 1.7475 4.8754 1.0221
C 2.2028 0.2528 -0.6207
O -2.8272 6.6453 -0.0064
O -4.4609 -0.4901 -0.1567
H -7.0442 -2.3808 -5.5875
H 3.0724 -4.3936 2.3904
S -0.4926 -2.9033 0.0129
H -2.7306 2.8532 1.5084
N 1.4528 -0.7837 -0.3589
C 0.6460 -0.9410 2.5647
H 0.0039 -4.4676 -8.1394
N 1.7092 -4.0270 0.8748
H -5.5188 -3.2499 -5.3759
H -5.1687 -0.5653 -2.4568
C -1.7538 -2.8084 -6.4747
C -0.5983 -3.6293 -8.5144
O -0.7211 -0.8282 -1.9852
C 0.7716 4.4206 1.1224
C -2.7739 -4.4689 -7.9852
*
```